Entry 1:
ORCA calculation (the ωB97M-V functional and the def2-TZVPD basis) on a molecular structure, C19H29BNO2.

Results
Net charge   +1
Maximum force   3.61 eV/A
E_LUMO   -2.90 eV
Electronic energy   -26426.0578 eV
Orbital gap   0.2700 Ha

Geometry as XYZ:
```
52
Properties=species:S:1:pos:R:3:forces:R:3
C 5.87576 -1.91832 3.08137 -0.41 0.68 0.09
O 5.15287 -0.66319 3.18942 -0.21 -0.59 -0.17
C 3.79239 -0.74003 3.20123 -0.89 -0.38 0.09
C 3.04396 0.46230 3.28610 0.68 -0.64 -0.14
C 1.66114 0.41220 3.32899 -0.24 -0.36 -0.11
C 0.97032 -0.80843 3.26690 -0.09 -0.31 0.06
C -0.53780 -0.78218 3.09214 0.01 0.50 0.82
O -1.25224 -1.92736 3.52992 -0.77 0.45 -0.46
C -2.67425 -1.77381 3.26179 0.31 0.09 0.37
C 1.69766 -1.99367 3.20242 -0.10 0.41 -0.18
C 3.08825 -1.96721 3.15246 0.50 0.50 0.05
H 6.92009 -1.61498 3.08385 -0.05 -0.18 -0.01
H 5.65743 -2.56825 3.94244 0.10 0.21 -0.25
H 5.62548 -2.43752 2.14318 0.10 0.18 0.27
H 3.58054 1.40695 3.28636 -0.09 -0.12 0.14
H 1.07942 1.33228 3.39775 0.21 -0.09 -0.01
H -0.91079 0.14653 3.58776 -0.01 -0.52 -0.28
H -3.11741 -2.77162 3.20050 0.21 0.15 0.12
H -3.16508 -1.20960 4.07543 0.28 -0.23 -0.18
H -2.93436 -1.23289 2.32292 0.65 -0.30 0.30
H 1.16114 -2.93688 3.15942 0.12 0.07 0.01
H 3.63465 -2.90057 3.05338 -0.16 0.16 0.13
C -1.41134 -1.84243 -2.22667 -0.05 -0.10 -0.02
C -0.52349 -0.78279 -1.60582 -0.18 -0.33 -0.07
N -1.04303 0.64512 -1.67921 -1.63 0.39 0.00
C 0.03032 1.46008 -0.97833 0.02 0.38 0.14
C -0.25188 2.94339 -0.84797 0.01 0.12 0.04
C -1.41033 1.11676 -3.03563 1.57 -0.26 -0.48
C -0.53006 1.18458 -4.10931 -0.23 0.17 -0.38
C -0.99894 1.63993 -5.35481 -0.12 -0.13 0.62
C -2.33093 2.01936 -5.50421 -0.31 -0.08 0.55
C -3.20497 1.94478 -4.40645 -0.52 0.18 -0.11
C -2.72735 1.49570 -3.18571 0.61 -0.21 0.04
B -2.64967 0.91584 -1.22393 2.88 -1.20 1.82
H -0.72652 -0.70677 2.03212 -0.22 0.36 -0.77
H -0.81882 -2.75876 -2.32564 -0.15 0.14 0.08
H -2.28538 -2.06654 -1.60550 0.21 0.04 -0.21
H -1.73671 -1.56998 -3.23104 -0.05 0.01 0.00
H -0.36929 -1.02010 -0.54170 -0.06 0.32 -0.32
H 0.46757 -0.78066 -2.08213 -0.30 0.11 0.08
H 0.16614 1.02917 0.02582 -0.14 -0.05 -0.41
H 0.96448 1.28949 -1.53299 -0.32 0.01 0.07
H 0.68540 3.44269 -0.57846 -0.20 -0.10 0.02
H -0.57991 3.38227 -1.79091 -0.05 0.02 0.00
H -0.98995 3.15698 -0.06663 0.20 -0.01 -0.24
H 0.51021 0.89536 -4.00454 -0.10 -0.01 0.07
H -0.32393 1.69592 -6.20099 -0.02 -0.02 0.12
H -2.70981 2.37334 -6.46335 0.13 -0.11 0.30
H -4.25631 2.23295 -4.47728 0.41 -0.06 -0.18
H -3.43494 1.43724 -2.30262 -0.55 0.43 -0.95
H -2.68497 1.83889 -0.48716 -0.51 0.07 -0.27
H -3.17478 -0.12562 -1.05469 -0.49 0.22 -0.19
```
Forces are in eV/Å.

---

Entry 2:
ORCA calculation (the ωB97M-V functional and the def2-TZVPD basis) on 3 unconnected molecules or ions with the total composition C19H29Cl2N3O5S2.

Results
SMILES   C=C[C@@](N)(C#N)[C@](C#N)(COC)/C(Cl)=C(\C)Cl.O=S1(=O)CCCC1.O=S1(=O)CCCC1
Energy above the lowest of the compared OMol25 structures with the same formula, charge and spin   30.9 kcal/mol
Maximum force   4.72 eV/A
E_LUMO   0.61 eV
Electronic energy   -81591.6465 eV
Orbital gap   0.3600 Ha

Geometry as XYZ:
```
60
Properties=species:S:1:pos:R:3:forces:R:3
C 0.10079 0.23936 4.23948 0.46 0.23 0.11
C 1.01827 -0.19924 3.35792 -1.09 0.15 0.32
C 0.74123 -1.38403 2.40110 -0.04 -0.71 -0.20
N 1.47975 -2.56019 2.95189 -0.13 0.53 -0.25
C -0.74257 -1.81734 2.38423 4.21 2.12 -0.26
N -1.86765 -1.73308 2.38306 -2.87 -0.61 0.04
C 1.31482 -1.17884 0.92554 -0.50 0.07 0.35
C 1.20613 -2.55399 0.25630 0.65 3.48 1.18
N 1.33543 -3.52018 -0.32303 -0.19 -1.78 -0.75
C 2.83607 -0.73030 1.07147 0.37 -0.55 0.59
O 2.89356 0.68580 1.07873 0.38 -0.43 -0.40
C 4.17029 1.17880 0.66900 -0.16 0.84 -0.03
C 0.58332 -0.06626 0.12789 -0.75 0.36 -0.90
Cl -0.67650 0.97445 0.86622 1.06 -1.26 0.01
C 0.87017 0.20592 -1.15676 0.21 0.15 -0.33
C 1.93636 -0.51717 -1.99354 -0.50 -0.30 -0.44
Cl -0.02418 1.49997 -2.01436 0.83 -0.96 0.42
H 0.46674 0.57293 5.23022 -0.36 0.81 -1.01
H -0.97688 0.32876 4.01360 0.55 -1.06 0.49
H 2.01033 0.29955 3.37114 -0.29 -1.32 0.19
H 0.82448 -3.29811 3.18704 0.38 0.10 0.24
H 2.05155 -2.28602 3.74498 -0.33 -0.23 -0.02
H 3.26361 -1.06940 2.05069 -0.53 -0.16 -0.75
H 3.47848 -1.20648 0.29435 -0.60 0.48 0.30
H 4.98783 0.59062 1.13974 -0.34 0.40 -0.41
H 4.21296 2.24201 1.00437 0.07 -0.87 -0.07
H 4.24707 1.22056 -0.44606 0.09 -0.42 0.75
H 2.01739 -0.10775 -3.02346 -0.27 -0.08 0.80
H 1.61677 -1.58147 -2.11469 0.42 0.71 0.08
H 2.95588 -0.48610 -1.55937 -0.76 0.05 -0.06
O 0.75951 5.40294 2.25298 -0.02 -0.06 0.22
S -0.64873 5.21078 2.49713 -0.27 -0.01 -0.02
O -1.15297 4.80612 3.78653 0.32 0.00 0.04
C -1.52157 6.67769 1.96633 -0.16 0.32 -0.25
C -1.83068 6.42106 0.49573 0.04 -0.05 -0.08
C -2.29316 4.96233 0.41565 -0.11 0.05 -0.03
C -1.30674 4.12278 1.23307 -0.23 -0.07 -0.39
H -0.90043 7.55651 2.12924 0.07 -0.11 0.13
H -2.43742 6.75042 2.55430 0.07 -0.05 0.04
H -2.59006 7.10791 0.12087 0.04 -0.01 0.02
H -0.92715 6.55525 -0.10518 -0.02 0.03 0.04
H -3.29519 4.87442 0.84414 0.04 0.02 -0.01
H -2.34673 4.61152 -0.61549 0.01 -0.02 0.06
H -1.79602 3.27584 1.70836 0.15 0.07 0.13
H -0.47487 3.77587 0.62207 0.04 0.04 0.13
O -1.17499 -2.00926 -3.85030 0.26 0.05 0.00
S -0.67073 -3.34190 -3.62387 -0.01 -0.28 0.22
O 0.73365 -3.60411 -3.42879 0.01 0.40 -0.18
C -1.59258 -4.07765 -2.28296 -0.33 -0.21 0.22
C -2.78566 -4.73870 -2.96471 -0.06 0.04 -0.10
C -2.22432 -5.42269 -4.21636 -0.05 -0.10 0.05
C -1.29982 -4.41858 -4.91282 -0.22 -0.36 -0.30
H -1.87695 -3.31031 -1.56499 0.16 0.07 -0.06
H -0.95028 -4.81903 -1.80590 0.08 0.11 -0.02
H -3.28094 -5.44932 -2.30269 0.02 0.04 -0.01
H -3.51790 -3.98043 -3.25544 0.02 -0.01 0.05
H -1.65258 -6.30667 -3.92196 -0.01 0.05 0.00
H -3.01859 -5.75510 -4.88567 0.05 0.01 0.01
H -0.46541 -4.91281 -5.40698 0.06 0.19 0.03
H -1.84365 -3.80316 -5.62893 0.08 0.09 0.09
```
Forces are in eV/Å.

---

Among the records above, which one has the highest maximum force? C19H29Cl2N3O5S2

---

What is the orbital gap in the second record? 0.3600 Ha

---

Look up the orbital gap of the first one. 0.2700 Ha

---

Which of these has the highest orbital gap? C19H29Cl2N3O5S2